This record from the OMol25 dataset describes C12H12N3O8PdS2 as an isolated structure. The level of theory is ωB97M-V/def2-TZVPD.

Each line ends with the Löwdin charge.
Atoms and positions in Å:
Pd (-0.86, -0.91, -0.29)  1.062
O (-1.25, 0.03, 1.48)  -0.398
S (0.00, -0.45, 2.14)  0.551
O (-0.19, -0.98, 3.46)  -0.267
O (0.57, -1.43, 1.16)  -0.369
C (1.08, 0.97, 2.32)  -0.214
C (1.71, 1.01, 3.56)  -0.065
C (2.53, 2.07, 3.91)  -0.074
C (2.72, 3.11, 3.01)  -0.067
C (2.10, 3.07, 1.77)  -0.058
C (1.28, 2.01, 1.39)  -0.191
S (0.69, 2.12, -0.32)  0.485
O (1.32, 3.30, -0.85)  -0.315
O (-0.78, 2.22, -0.25)  -0.350
O (1.13, 0.87, -0.92)  -0.359
H (1.53, 0.21, 4.26)  0.106
H (3.01, 2.08, 4.88)  0.104
H (3.35, 3.95, 3.27)  0.105
H (2.25, 3.86, 1.05)  0.104
N (1.69, -1.77, -1.94)  0.193
C (0.58, -2.44, -2.30)  -0.473
O (-0.57, -2.06, -1.88)  -0.142
C (0.66, -3.56, -3.15)  -0.219
C (1.92, -3.93, -3.69)  -0.260
N (2.97, -4.17, -4.09)  0.107
C (-0.49, -4.31, -3.46)  -0.246
N (-1.43, -4.93, -3.73)  0.108
H (2.57, -2.05, -2.33)  0.100
H (1.60, -0.85, -1.52)  0.053
C (-4.06, 0.28, -0.01)  -0.085
C (-3.51, 0.17, -1.42)  -0.259
O (-2.08, 0.26, -1.46)  -0.190
H (-5.15, 0.25, -0.05)  0.076
H (-3.75, 1.22, 0.46)  0.082
H (-3.71, -0.54, 0.61)  0.065
H (-3.90, 0.97, -2.06)  0.120
H (-3.76, -0.78, -1.88)  0.122
H (-1.74, 1.14, -1.12)  0.055

Output
**Total energy**: -58641.508 eV
**Total charge**: -1
**M**: 496.79 g mol⁻¹
**ΔE to the lowest compared entry with this formula, charge and spin**: 0.2 kcal/mol
**HOMO level**: -5.3 eV
**Orbital gap**: 6.9 eV